(1)
Below is a structure of composition C2H4I2O, with properties calculated with wB97M-V/def2-TZVPD.

Last column: Mulliken charge in e.
Element x y z (Å)
C1 0.751 -0.080 -0.676  -0.82
C2 -0.368 -0.223 0.250  -0.11
O1 -0.085 -0.273 1.532  -0.40
I1 -1.577 -1.906 -0.266  0.13
I2 -1.993 2.024 -0.191  -0.19
H1 1.280 0.821 -0.389  0.34
H2 1.271 -1.120 -0.473  0.37
H3 0.370 0.243 -1.746  0.30
H4 0.351 0.514 1.958  0.38

Its orbital gap (alpha / beta) is 0.2744 / 0.2745 Ha.

***

(2)
Below is a structure of composition C5H9N2OS, with properties calculated with wB97M-V/def2-TZVPD.

Last column: Mulliken charge in e.
Element x y z (Å)
C1 1.064 -0.592 1.213  -0.19
C2 -1.617 -0.209 -0.234  0.79
C3 0.343 -0.655 -0.113  0.19
C4 -2.052 -0.311 1.156  -1.09
C5 1.144 1.521 -1.044  -0.67
N1 0.982 -1.725 0.487  -0.31
N2 0.862 0.004 -1.358  -0.23
O1 -1.883 0.297 -1.249  -0.43
S1 1.418 -0.087 2.697  -0.22
H1 -1.576 0.621 1.481  0.35
H2 -1.576 -1.019 1.705  0.38
H3 -3.137 -0.318 1.307  0.35
H4 0.224 1.973 -0.697  0.29
H5 1.874 1.542 -0.206  0.31
H6 1.628 2.074 -1.868  0.35
H7 0.528 -2.657 0.584  0.31
H8 1.673 -0.590 -1.739  0.43
H9 0.099 0.131 -2.121  0.40

Its orbital gap is 0.3144 Ha. As for the charge: +1.

***

These records have F_max values of 2.678; 4.164 eV/Å, in the order they appear.